(1)
Formula: C6H9NO
Source: OMol25
Level of theory: wB97M-V/def2-TZVPD

Energy relative to the best compared isomer or geometry (same formula, charge and spin) in eV: 4.555
E_tot in eV: -9901.049
LUMO energy (alpha / beta) in eV: 0.043 / 0.042

Atoms and positions in Å:
1 C 0.17075 0.95902 0.07884
2 C 0.80878 1.69822 1.22453
3 C 0.33715 -2.05560 -1.13164
4 C -1.10802 0.51422 0.18653
5 C -2.23342 0.03633 0.61764
6 O 0.49073 1.53631 -1.14712
7 C 1.34713 -1.15800 -0.28359
8 N 2.43805 -1.15518 0.13810
9 H -0.07286 1.13860 -1.82973
10 H 0.88319 1.04095 2.09484
11 H 1.81294 2.03120 0.95177
12 H 0.22516 2.57973 1.50102
13 H 0.41235 -3.08308 -0.77617
14 H -0.71596 -1.78878 -1.06168
15 H 0.65981 -1.96052 -2.16944
16 H -2.72589 -0.79045 0.11748
17 H -2.72988 0.45705 1.48862

Results of the Mulliken charge analysis, in e, for atoms 1 through 2: atom 1 (C): 0.9187, atom 2 (C): -1.3037

(2)
Formula: C15H17N3O5
Source: OMol25
Level of theory: wB97M-V/def2-TZVPD

Energy relative to the best compared isomer or geometry (same formula, charge and spin) in eV: 3.165
E_tot in eV: -30537.926
LUMO energy in eV: 0.447

Atoms and positions in Å:
1 C 0.26699 -0.64136 0.58062
2 C 1.52529 -1.20439 1.08671
3 C -0.76181 -1.77838 0.74018
4 C -2.14019 -1.38804 0.14676
5 C -2.93247 -2.25310 -0.59018
6 C -2.85788 -0.08365 0.09087
7 C -4.09732 -0.34555 -0.49193
8 C -2.53119 1.23164 0.61313
9 C -5.17180 0.59081 -0.51551
10 C -3.52256 2.15398 0.38756
11 C -4.85517 1.83057 -0.07330
12 C 3.40344 -0.04988 -0.31129
13 C 4.60392 -0.78007 -0.88556
14 C 3.77744 1.55724 -0.06333
15 C 2.64482 2.59751 -0.01778
16 H -0.06443 -0.81452 -1.42616
17 H -0.39288 0.51437 -0.81838
18 H -0.03536 0.05461 1.27189
19 H -0.36444 -2.64870 0.18816
20 H -0.68379 -2.11171 1.74146
21 H -2.58821 -3.22883 -0.91101
22 H -4.80448 -2.09964 -1.48614
23 H -1.56954 1.62107 1.05140
24 H -6.19433 0.24812 -0.68193
25 H -3.26830 3.21308 0.40594
26 H -5.48680 2.65029 -0.28987
27 H 3.42575 -1.18068 1.36659
28 H 2.63737 -0.12295 -1.18644
29 H 4.23260 1.62825 0.90679
30 H 4.56717 1.90010 -0.83220
31 H 1.91890 1.33943 1.13508
32 H 6.25751 -1.44505 -0.50115
33 N 0.36864 -0.14214 -0.78922
34 N -4.10639 -1.66961 -0.98931
35 N 2.77929 -0.65789 0.86755
36 O 1.46881 -2.05051 1.94463
37 O 4.69542 -1.30288 -1.98042
38 O 2.67891 3.64147 -0.58264
39 O 1.63295 2.27967 0.82462
40 O 5.54412 -1.05268 0.07382

Results of the Mulliken charge analysis, in e, for atoms 1 through 2: atom 1 (C): 0.7135, atom 2 (C): -0.2928

(3)
Formula: C2HCl2NO
Source: OMol25
Level of theory: wB97M-V/def2-TZVPD

Energy relative to the best compared isomer or geometry (same formula, charge and spin) in eV: 4.208
E_tot in eV: -30667.789
LUMO energy (alpha / beta) in eV: -2.677 / -2.726

Atoms and positions in Å:
1 C -0.75568 1.61915 2.08490
2 C 0.92086 1.05273 0.07814
3 N -1.17069 1.49318 3.13555
4 O 0.92869 -0.25607 -0.38804
5 Cl 0.28775 2.23217 -1.05174
6 Cl 2.25188 1.49901 1.14948
7 H 0.35088 -0.13218 -1.14493

Results of the Mulliken charge analysis, in e, for atoms 1 through 2: atom 1 (C): -0.0756, atom 2 (C): 0.4702

(4)
Formula: C58H71KN14O4PS3
Source: OMol25
Level of theory: wB97M-V/def2-TZVPD

Total charge: -1
Energy relative to the best compared isomer or geometry (same formula, charge and spin) in eV: 0.741
E_tot in eV: -148474.557
LUMO energy in eV: 1.621

Atoms and positions in Å:
1 K 0.75734 -0.06449 -0.07857
2 C 3.07386 3.45042 -1.16601
3 C 1.73197 4.09158 -0.93240
4 C 1.62890 5.31594 -0.28109
5 C 0.39289 5.91389 -0.07699
6 C -0.74712 5.26820 -0.54009
7 C -0.68212 4.04270 -1.19282
8 C -1.93339 3.33602 -1.62374
9 C 0.57472 3.43596 -1.39725
10 N 0.71068 2.14205 -1.88284
11 C 0.30265 1.80481 -3.08808
12 O -0.14545 2.52114 -4.00842
13 C 0.41468 0.30478 -3.39417
14 C -0.09069 -0.16225 -4.60485
15 C 0.02056 -1.50863 -4.89925
16 C 0.65747 -2.34921 -3.99712
17 C 1.13594 -1.80806 -2.81055
18 N 1.00654 -0.51028 -2.51887
19 C 1.91771 -2.71402 -1.85818
20 O 2.21931 -3.85141 -2.30411
21 N 2.16713 -2.22638 -0.65422
22 C 3.10305 -2.87993 0.14804
23 C 4.43936 -3.06391 -0.28930
24 C 4.86955 -2.55499 -1.63396
25 C 5.36233 -3.68284 0.54104
26 C 5.01799 -4.12263 1.81400
27 C 3.72987 -3.89045 2.26652
28 C 2.78074 -3.25513 1.46859
29 C 1.43764 -2.94439 2.07701
30 H 3.84852 3.93135 -0.56467
31 H 3.35521 3.52204 -2.21976
32 H 3.04082 2.38482 -0.93245
33 H 2.53419 5.80308 0.07025
34 H 0.31791 6.86792 0.43237
35 H -1.72164 5.72502 -0.38999
36 H -2.81718 3.92357 -1.36200
37 H -2.02736 2.35591 -1.14652
38 H -1.92468 3.16632 -2.70187
39 H -0.54766 0.55447 -5.27160
40 H -0.36419 -1.89985 -5.83470
41 H 0.82274 -3.39957 -4.19298
42 H 4.49089 -1.54362 -1.79833
43 H 4.46707 -3.18092 -2.43191
44 H 5.95848 -2.54191 -1.70722
45 H 6.37645 -3.82168 0.18012
46 H 5.74247 -4.63343 2.43849
47 H 3.44478 -4.19699 3.26990
48 H 1.53887 -2.15594 2.82298
49 H 1.02236 -3.82271 2.58349
50 H 0.72245 -2.59733 1.33338
51 S -0.51734 -0.33727 3.67397
52 C -1.69520 0.79745 3.87918
53 N -2.70468 0.66073 4.75768
54 C -3.70639 1.70222 4.94223
55 C -3.03499 3.04260 4.82806
56 N -2.42113 3.11972 3.51574
57 C -2.43722 4.42224 2.85299
58 C -1.58681 5.42717 3.58959
59 C -0.19730 5.31765 3.54611
60 C 0.59588 6.21340 4.24296
61 C 0.01307 7.23192 4.98961
62 C -1.36745 7.35329 5.02974
63 C -2.16159 6.45119 4.33139
64 C -1.66654 2.09529 3.05446
65 S -0.77302 2.19185 1.69762
66 C -2.86259 -0.53223 5.58526
67 C -2.33674 -0.30747 6.98244
68 C -3.20928 -0.01647 8.02602
69 C -2.73032 0.24442 9.30369
70 C -1.36627 0.21275 9.54966
71 C -0.48791 -0.08852 8.51569
72 C -0.96721 -0.35003 7.24140
73 H -4.14579 1.58460 5.93209
74 H -4.49803 1.60648 4.19162
75 H -2.29385 3.16285 5.62720
76 H -3.76082 3.84996 4.92037
77 H -3.47506 4.76282 2.80821
78 H -2.06797 4.28115 1.83869
79 H 0.24378 4.53599 2.93622
80 H 1.67470 6.13114 4.19457
81 H 0.63636 7.93489 5.52754
82 H -1.82747 8.14986 5.60095
83 H -3.24162 6.55068 4.35691
84 H -2.34276 -1.34883 5.09110
85 H -3.92959 -0.76440 5.62499
86 H -4.27840 -0.00484 7.84219
87 H -3.42319 0.46752 10.10518
88 H -0.98921 0.41589 10.54385
89 H 0.57834 -0.12264 8.70144
90 H -0.28469 -0.58320 6.43287
91 N 2.82805 3.38924 2.29456
92 C 2.66644 2.34215 3.29239
93 C 3.73474 2.48099 4.39317
94 C 3.41136 1.81721 5.74586
95 C 4.56070 0.94509 6.25308
96 N 4.79162 -0.07998 5.25786
97 C 5.93222 -0.63291 5.07238
98 N 6.14953 -1.39856 3.96168
99 N 7.01482 -0.53390 5.92958
100 C 2.62847 0.99006 2.57086
101 O 2.91825 -0.11721 3.23171
102 O 2.24818 0.92118 1.42812
103 H 2.50407 3.04901 1.39356
104 H 2.24798 4.19166 2.50813
105 H 1.67474 2.38561 3.77486
106 H 3.87372 3.55333 4.53262
107 H 4.68634 2.10470 4.00572
108 H 2.52537 1.18055 5.65289
109 H 3.17163 2.57655 6.49377
110 H 4.29687 0.49992 7.21940
111 H 5.44165 1.58510 6.42097
112 H 3.42320 -0.01614 4.09438
113 H 5.35432 -1.58167 3.36360
114 H 6.82828 -2.13839 3.99725
115 H 6.97631 0.23078 6.58252
116 H 7.91687 -0.63681 5.49216
117 C -1.60149 -6.27136 0.67542
118 N -0.79573 -6.06356 -0.59579
119 C -1.74635 -6.09647 -1.78593
120 N -2.79567 -5.15278 -1.64024
121 C -3.51521 -5.38892 -0.39271
122 N -2.65069 -5.32252 0.78335
123 C -2.17208 -3.94154 1.00742
124 P -1.17412 -3.21035 -0.40022
125 C -0.06598 -4.74612 -0.55386
126 C -2.34017 -3.75185 -1.74715
127 H -0.90011 -6.17293 1.50416
128 H -1.99888 -7.28876 0.63247
129 H -0.12092 -6.82200 -0.69506
130 H -2.14639 -7.11275 -1.83181
131 H -1.14235 -5.88339 -2.66731
132 H -3.96933 -6.38417 -0.43645
133 H -4.29647 -4.63638 -0.29407
134 H -1.58721 -3.90442 1.92998
135 H -3.03981 -3.29593 1.13408
136 H 0.62198 -4.77952 0.29301
137 H 0.55024 -4.67639 -1.45473
138 H -1.86112 -3.60271 -2.71777
139 H -3.21501 -3.10196 -1.69572
140 C -7.18732 -2.44651 -1.23246
141 C -6.27001 -1.26486 -1.07670
142 C -6.69672 0.02830 -1.33992
143 C -5.75344 1.02813 -1.14351
144 N -4.51956 0.79904 -0.73785
145 C -4.17246 -0.48988 -0.51205
146 S -2.55918 -0.85512 -0.02420
147 N -5.03561 -1.52853 -0.66704
148 H -8.11646 -2.17061 -1.73073
149 H -7.42706 -2.85681 -0.24935
150 H -6.69199 -3.23217 -1.80347
151 H -7.69872 0.24311 -1.68491
152 H -6.00558 2.06939 -1.33015

Results of the Mulliken charge analysis, in e, for atoms 1 through 2: atom 1 (K): 1.5981, atom 2 (C): -1.4460

(5)
Formula: C2H2O3S2
Source: OMol25
Level of theory: wB97M-V/def2-TZVPD

Energy relative to the best compared isomer or geometry (same formula, charge and spin) in eV: 3.537
E_tot in eV: -29912.694
LUMO energy (alpha / beta) in eV: -2.103 / -2.104

Atoms and positions in Å:
1 C -0.23409 2.26900 -0.78595
2 C -0.89037 -1.29769 0.29154
3 O 1.16190 1.38072 1.11949
4 O 1.83891 -1.71690 0.60260
5 O -1.79747 -0.80697 -0.30864
6 S 0.57406 1.07900 -0.18410
7 S 0.95388 -1.24212 -0.46151
8 H -0.84688 2.04131 -1.55372
9 H -0.75993 -1.70636 1.28030

Results of the Mulliken charge analysis, in e, for atoms 1 through 2: atom 1 (C): -0.3574, atom 2 (C): 0.1482